Entry 1:
{
  "formula": "C3H10N2O",
  "method": "ωB97M-V/def2-TZVPD",
  "symbols": ["C", "C", "C", "N", "N", "O", "H", "H", "H", "H", "H", "H", "H", "H", "H", "H"],
  "coordinates": [[0.548, -0.315, 0.449], [1.684, 0.058, -0.427], [-1.990, 0.247, -0.605], [2.997, 0.430, 0.200], [-2.938, -0.350, 0.294], [1.217, -1.320, -0.138], [0.086, -0.075, 1.329], [1.669, 0.305, -1.434], [-1.937, -0.303, -1.471], [-1.826, 1.314, -0.761], [3.200, -0.008, 1.115], [2.948, 1.380, 0.191], [3.852, 0.094, -0.278], [-2.677, 0.068, 1.227], [-2.910, -1.320, 0.286], [-3.923, -0.206, 0.024]],
  "mulliken_charge": [-0.3776, -0.0027, -0.8067, -0.2748, -0.2004, -0.2748, 0.4623, 0.4963, 0.4007, 0.3878, 0.3764, 0.3316, 0.3779, 0.3961, 0.3436, 0.3643],
  "lumo_ha": [-0.309, -0.291],
  "charge": 2,
  "fmax_ev_per_a": 4.58,
  "e_above_lowest_kcal_mol": 45.5,
  "multiplicity": 1,
  "gap_ev": [8.38, 9.93],
  "e_tot_ha": -304.2011
}

=====

Entry 2:
{
  "formula": "CHFINO",
  "method": "ωB97M-V/def2-TZVPD",
  "symbols": ["C", "N", "O", "F", "I", "H"],
  "coordinates": [[0.650, -0.137, -0.343], [-1.415, 1.188, 0.011], [-2.019, 0.614, 0.791], [1.835, 0.517, -0.155], [0.278, -1.593, 1.126], [0.670, -0.589, -1.430]],
  "mulliken_charge": [-0.2432, 0.2399, -0.1139, -0.1931, 0.0790, 0.2312],
  "lumo_ha": [-0.030, -0.030],
  "fmax_ev_per_a": 2.33,
  "e_above_lowest_kcal_mol": 54.6,
  "multiplicity": 1,
  "gap_ev": [7.34, 7.34],
  "e_tot_ha": -566.0865
}

=====

Entry 3:
{
  "formula": "H2N2O4P",
  "method": "ωB97M-V/def2-TZVPD",
  "symbols": ["N", "N", "O", "O", "O", "O", "P", "H", "H"],
  "coordinates": [[-0.891, 0.127, -0.001], [1.909, 0.466, -2.134], [-0.551, 0.358, -3.589], [2.940, -0.172, -1.918], [1.686, 1.655, -1.785], [0.796, -1.836, -3.295], [0.521, -0.412, -2.960], [-0.912, -0.880, -0.066], [-1.233, 0.505, -0.807]],
  "mulliken_charge": [-0.6494, 0.7630, -0.4850, -0.5971, -0.5619, -0.5034, 0.6776, 0.1597, 0.1965],
  "lumo_ha": [0.103, 0.062],
  "charge": -1,
  "fmax_ev_per_a": 3.51,
  "e_above_lowest_kcal_mol": 142.9,
  "multiplicity": 1,
  "gap_ev": [8.45, 3.62],
  "e_tot_ha": -752.9102
}

=====

Question: Number 3 is which compound?
Answer: H2N2O4P